No. 1
45
Properties=species:S:1:pos:R:3:forces:R:3:lowdin_charge:R:1 method="wB97M-V/def2-TZVPD" spin_multiplicity=2 s2=0.784 de_lowest_kcal_mol=4.4 homo_ev="-10.296 / -9.396" gap_ev="7.04 / 6.01" lumo_energy_ev="-3.257 / -3.391" charge=+1
V -0.461298 0.085491 0.484067 -0.70 -1.14 2.99 0.87
O -1.300098 -2.835009 -1.971033 0.11 0.23 0.00 0.12
C -0.814298 -1.934809 -1.327333 0.38 -0.76 -1.73 -0.56
O -1.212898 -1.521709 -0.176933 -0.59 0.47 1.37 -0.11
C 0.434902 -1.201109 -1.776433 -0.06 -0.39 0.13 -0.14
C 1.193302 -1.570609 -2.894533 0.27 0.18 -0.05 0.04
C 2.433302 -1.011509 -3.072733 -0.39 -0.17 0.18 0.02
C 2.909302 -0.084209 -2.118933 -0.37 0.15 0.28 -0.14
C 4.193302 0.494291 -2.192833 0.06 0.11 0.21 -0.01
C 4.613302 1.391491 -1.247733 0.00 -0.19 -0.25 -0.05
C 3.758202 1.765091 -0.199133 -0.29 -0.03 0.26 -0.06
C 2.500602 1.226091 -0.096233 0.01 0.06 -0.02 -0.03
C 2.049902 0.284191 -1.044433 0.81 0.19 -0.58 -0.19
N 0.819602 -0.278409 -0.902033 1.09 -0.24 -1.35 0.01
H 0.777602 -2.296809 -3.573833 -0.03 -0.14 -0.01 0.13
H 3.064102 -1.290709 -3.904733 0.00 0.00 -0.07 0.13
H 4.842102 0.195991 -3.001633 0.10 0.01 -0.10 0.12
H 5.604702 1.816491 -1.298233 0.04 0.02 -0.04 0.11
H 4.112102 2.471991 0.535667 -0.05 0.08 0.08 0.11
H 1.830502 1.518591 0.718767 0.19 0.03 -0.06 0.10
N -1.452998 0.611591 2.414567 0.06 0.49 0.12 0.06
C -1.098398 -0.713809 2.805467 0.42 -0.55 0.67 -0.34
C 0.204902 -1.155909 2.547667 -0.15 0.26 0.01 -0.10
C 0.555502 -2.469909 2.817767 0.07 -0.18 0.14 -0.04
C -0.362398 -3.332909 3.394867 0.18 0.09 -0.11 -0.05
C -1.643698 -2.887009 3.678467 -0.04 0.19 -0.08 -0.04
C -2.015998 -1.586209 3.384267 -0.06 0.04 -0.22 -0.01
H -2.443998 0.784691 2.583167 0.23 0.13 -0.17 0.12
H -0.909498 1.327291 2.907767 -0.30 -0.28 -0.03 0.13
H 0.974602 -0.451209 2.200967 0.01 -0.14 0.07 0.11
H 1.552302 -2.814109 2.586867 0.09 0.00 0.05 0.12
H -0.076398 -4.343209 3.638767 0.03 -0.11 -0.06 0.12
H -2.365198 -3.552609 4.128567 -0.02 -0.04 0.04 0.12
H -3.024098 -1.257409 3.603167 -0.01 0.08 -0.03 0.12
Cl -5.447598 1.321191 -1.200733 0.01 0.00 -0.01 0.74
C -3.798198 1.795491 -1.182133 0.47 0.09 0.04 -0.63
C -3.389298 3.016091 -1.719133 0.12 -0.35 0.12 -0.05
C -2.035298 3.314991 -1.689833 -0.22 -0.11 0.19 -0.02
C -1.154698 2.420791 -1.104833 0.22 0.38 -0.15 -0.09
N -1.553498 1.262891 -0.558033 -0.64 1.44 -1.44 -0.09
C -2.852698 0.949991 -0.616233 -0.87 -0.06 -0.21 -0.13
H -4.111898 3.687591 -2.151833 -0.07 0.08 -0.08 0.12
H -1.665998 4.234891 -2.116033 0.05 0.04 0.00 0.12
H -0.088998 2.630491 -1.072533 -0.10 -0.07 -0.07 0.12
H -3.144698 -0.018509 -0.220733 -0.03 0.10 -0.02 0.12

=====

No. 2
43
Properties=species:S:1:pos:R:3:forces:R:3:lowdin_charge:R:1 method="wB97M-V/def2-TZVPD" de_lowest_kcal_mol=0.0 homo_ev=-11.617 gap_ev=5.16 lumo_energy_ev=-6.460 charge=+1
F 5.194468 -2.977673 -2.539367 -0.07 1.54 0.70 0.06
C 5.164718 -1.738632 -1.938633 -0.11 -1.12 -0.43 -0.20
C 6.387749 -1.156257 -1.593735 -0.89 0.56 0.43 0.13
C 6.298211 0.091880 -0.961227 1.23 0.22 0.24 -0.20
F 7.474169 0.701104 -0.582674 -1.55 -0.72 -0.47 0.07
C 5.099471 0.733508 -0.707618 -0.60 0.34 -0.20 0.07
C 3.870408 0.133930 -1.091258 1.15 -0.78 -0.29 -0.19
C 2.633646 0.834431 -0.911996 -0.24 -0.06 0.29 0.07
C 1.383416 0.274095 -1.124034 -0.15 -0.19 0.77 -0.06
C 0.197615 1.016392 -1.118096 0.71 0.25 -1.57 -0.01
C -1.024410 0.453667 -1.651535 -1.21 -0.76 0.03 -0.22
C -1.956261 1.221887 -2.392127 0.50 0.36 0.45 0.07
C -3.105635 0.630054 -2.891745 -0.83 0.21 -0.81 -0.20
F -3.974539 1.384080 -3.649070 1.17 -0.88 1.03 0.07
C -3.427716 -0.719900 -2.687834 0.86 0.57 0.38 0.13
C -2.501768 -1.445496 -1.933278 -0.25 -1.13 0.20 -0.21
F -2.780327 -2.768176 -1.670089 0.37 1.57 -0.35 0.06
C -1.317967 -0.915071 -1.440665 0.18 0.18 -0.09 0.04
C 3.929002 -1.150995 -1.701450 0.02 0.40 0.02 0.08
H 7.337016 -1.650635 -1.771817 -0.15 0.11 -0.02 0.15
H 5.059306 1.724412 -0.258684 0.35 -0.23 -0.01 0.14
H 2.703721 1.870404 -0.560467 -0.08 -0.24 -0.27 0.15
H 1.312348 -0.810421 -1.255981 0.04 0.54 -0.26 0.11
H 0.265170 2.109993 -1.039942 -0.06 -0.45 0.09 0.14
H -1.725483 2.271168 -2.574598 -0.36 -0.21 -0.07 0.14
H -4.325923 -1.174613 -3.092346 0.12 0.11 0.09 0.15
H -0.610371 -1.530404 -0.885200 -0.49 -0.04 -0.08 0.14
H 3.008341 -1.630027 -2.024521 0.42 -0.15 -0.03 0.13
H -0.310221 1.282222 0.898541 -0.25 0.08 1.32 -0.05
Si -0.566771 1.417292 2.441796 -0.58 -0.19 0.22 0.73
H 0.484254 0.712058 3.220261 0.29 0.36 -0.35 -0.06
H -0.766416 2.838317 2.823501 0.53 -0.02 -0.26 -0.06
C -2.157075 0.587532 2.954409 -0.84 -0.59 -0.35 -0.40
C -2.644300 0.560189 4.286071 -0.05 -0.13 -0.38 -0.10
C -3.845539 -0.091057 4.598999 0.04 -0.02 -0.25 -0.08
C -4.589767 -0.732836 3.598854 0.45 0.23 -0.18 -0.08
C -4.117985 -0.715100 2.280910 -0.14 0.00 0.21 -0.09
C -2.923517 -0.060088 1.962025 -0.24 -0.06 0.52 -0.13
H -2.088210 1.046400 5.092954 -0.14 -0.13 -0.29 0.10
H -4.221276 -0.109622 5.626337 0.26 0.08 -0.35 0.11
H -5.527076 -1.239107 3.845035 0.37 0.19 -0.09 0.11
H -4.695713 -1.216480 1.500387 0.21 0.18 0.21 0.10
H -2.598764 -0.062438 0.919920 0.00 0.04 0.23 0.07

=====

No. 3
56
Properties=species:S:1:pos:R:3:forces:R:3:lowdin_charge:R:1 method="wB97M-V/def2-TZVPD" spin_multiplicity=3 s2=2.025 de_lowest_kcal_mol=50.1 homo_ev="-7.654 / -8.417" gap_ev="6.26 / 6.57" lumo_energy_ev="-1.399 / -1.850"
W -0.008618 -0.268308 -0.064532 1.62 2.67 -0.39 1.54
O 2.451798 -0.961391 -3.296438 -0.91 -0.28 0.51 0.12
C 1.546193 -0.981025 -2.485912 1.22 0.93 0.17 -0.53
O 1.466226 -0.200395 -1.414893 0.41 -0.58 -1.51 -0.24
C 0.350582 -1.855902 -2.552083 -0.88 -0.34 0.35 -0.14
C 0.051678 -2.810876 -3.519487 -0.18 0.34 0.63 0.05
C -1.128605 -3.541087 -3.401865 0.24 0.29 0.09 -0.01
C -1.984287 -3.306475 -2.333769 0.28 0.66 0.55 0.05
C -1.639169 -2.335532 -1.392898 1.21 -0.16 -1.19 -0.13
N -0.472737 -1.618189 -1.495593 -0.89 -2.16 -2.06 -0.04
C -2.377337 -1.907857 -0.208902 -1.72 0.27 1.70 -0.49
O -3.504573 -2.242308 0.146223 1.69 0.36 -0.79 0.11
O -1.626442 -1.028706 0.468446 -2.99 -2.28 0.47 -0.27
H 0.746479 -2.969565 -4.325719 0.14 0.04 -0.11 0.13
H -1.375381 -4.281304 -4.143791 -0.05 -0.14 -0.08 0.12
H -2.898583 -3.858451 -2.202775 -0.18 -0.03 0.05 0.13
C -1.633245 1.664732 -2.503628 0.04 -0.02 -0.07 -0.05
O -1.883855 0.867901 -1.345272 -0.12 0.02 0.04 -0.29
C -2.955148 1.354211 -0.523314 0.01 0.10 0.50 -0.14
C -2.410434 2.265048 0.581215 0.09 -0.18 -0.47 -0.16
O -1.514254 1.550380 1.419702 -0.27 -0.04 0.29 -0.22
C -2.079627 1.150184 2.664624 0.37 -0.30 0.14 -0.16
C -0.960987 0.459745 3.445161 -0.26 0.22 -0.17 -0.18
O -0.474956 -0.685770 2.775750 -0.28 -0.01 0.59 -0.31
C -1.220962 -1.866795 3.076964 0.12 0.17 -0.18 -0.10
H -2.550219 1.756967 -3.093180 0.06 -0.04 0.04 0.10
H -0.877627 1.142080 -3.093706 -0.02 0.12 0.10 0.10
H -1.270818 2.662279 -2.243207 0.01 -0.07 0.00 0.08
H -3.442058 0.469927 -0.089231 0.08 0.32 -0.11 0.12
H -3.682700 1.899806 -1.132746 0.09 -0.08 -0.04 0.14
H -3.231629 2.691985 1.165839 0.04 -0.03 -0.06 0.14
H -1.838124 3.086249 0.134595 -0.13 -0.05 0.06 0.12
H -2.928880 0.473321 2.505341 0.04 0.04 -0.01 0.13
H -2.416665 2.036456 3.217364 -0.01 -0.09 -0.05 0.14
H -1.324149 0.192363 4.444557 0.05 0.10 -0.02 0.13
H -0.114643 1.147223 3.533224 -0.12 -0.04 0.03 0.13
H -1.332505 -1.988488 4.156970 0.10 0.05 0.03 0.10
H -0.646990 -2.704925 2.679684 -0.10 0.06 0.04 0.05
H -2.209540 -1.846283 2.612424 0.00 -0.03 0.06 0.08
F 6.381074 1.374945 1.260853 -0.11 -0.06 -0.07 0.13
C 5.298862 0.610116 1.125163 -0.26 -0.24 0.02 -0.13
C 5.403539 -0.655767 0.551335 -0.20 0.16 0.16 -0.13
F 6.591382 -1.082294 0.126980 0.01 -0.03 -0.03 0.13
C 4.281111 -1.470419 0.448389 -0.51 0.46 0.21 -0.24
F 4.396154 -2.686322 -0.072064 0.22 -0.16 -0.16 0.10
C 3.032306 -1.037862 0.893884 0.33 0.26 0.30 -0.44
Se 1.440564 -2.097124 0.850613 0.62 -0.41 0.16 0.89
C 2.967261 0.226329 1.472428 -0.60 -0.22 0.24 -0.23
F 1.759098 0.628333 1.979004 1.35 0.01 0.11 -0.01
C 4.066192 1.056905 1.594335 -0.04 -0.13 -0.09 -0.14
F 3.954271 2.253882 2.172526 0.06 -0.06 -0.05 0.12
N 0.579402 6.120770 -1.438910 -0.12 0.76 -0.07 0.11
C 0.795422 5.000772 -1.291313 -0.35 0.34 0.20 -0.38
N 1.051274 3.741715 -1.211384 0.79 -0.39 -0.63 0.13
C 0.794758 2.730001 -0.572060 -0.33 -1.58 0.84 -0.28
N 0.610122 1.674798 -0.054921 0.33 1.50 -0.31 0.00

=====

No. 4
43
Properties=species:S:1:pos:R:3:forces:R:3:lowdin_charge:R:1 method="wB97M-V/def2-TZVPD" de_lowest_kcal_mol=40.8 homo_ev=-8.698 gap_ev=7.92 lumo_energy_ev=-0.774 smiles="CC1(C)CC(=O)C2=C(C1)Oc1nc3ccccc3cc1[C@H]2C(C#N)C#N"
N 1.732192 2.115117 3.695289 0.46 0.26 0.47 0.19
N -1.665619 -0.384260 4.148313 1.31 1.64 -2.18 0.20
O -0.636568 -2.964436 1.457042 -1.40 2.26 -0.37 0.05
C 0.919743 1.463867 3.227184 0.30 -0.19 -0.66 -0.17
C -1.025361 0.183413 3.345941 -2.18 -3.22 3.31 -0.19
N 1.693009 1.515388 -1.735753 -3.42 -1.46 2.50 0.19
O -0.530604 0.944318 -1.117528 0.66 -0.38 0.75 0.08
C -1.335267 -2.076667 0.907019 1.83 -3.18 -0.37 -0.34
C -1.302469 -0.057721 -0.543240 4.48 -2.17 3.14 -0.13
C -0.756589 -0.800756 0.547559 0.02 2.74 -0.85 -0.02
C 0.849982 0.978601 -0.776061 2.85 1.21 -2.64 -0.16
C 5.169755 2.343280 -2.406833 -3.22 1.56 -2.68 -0.07
C 5.811316 1.854735 -1.319042 -3.74 -2.03 3.14 -0.08
C 1.417289 0.439594 0.399092 1.25 -0.76 0.18 -0.08
C 3.731766 2.232200 -2.482884 3.76 0.61 -0.64 0.00
C 5.066713 1.211736 -0.253772 2.44 -0.30 -1.99 0.01
C 2.841089 0.409167 0.547010 -2.89 -0.13 0.11 0.07
C 3.033285 1.531233 -1.507754 -1.29 0.96 -0.60 -0.25
C 3.679852 0.998664 -0.368226 0.49 0.92 -0.84 -0.18
C -4.471098 -2.011832 -1.408013 -0.21 0.91 0.60 -0.03
C -4.038765 -0.520139 0.605890 0.72 0.59 0.86 -0.03
C -0.074918 0.736957 2.443608 0.83 0.09 -0.34 -0.24
C -2.632399 -2.548919 0.270850 0.25 1.91 -1.12 -0.04
C -2.457387 -0.523562 -1.283922 -0.22 -0.09 0.19 -0.08
C 0.499400 -0.268157 1.358959 -1.39 0.28 -0.31 -0.11
C -3.410373 -1.411019 -0.469195 -0.09 0.04 0.14 -0.50
H 5.652135 2.911728 -3.268934 -0.37 -0.93 1.47 0.13
H 6.802190 1.902990 -1.149017 3.30 0.30 0.15 0.06
H 3.248385 2.755065 -3.304258 -0.27 -0.46 0.25 0.11
H 5.743958 0.672166 0.447316 -1.12 0.66 0.02 0.12
H 3.308338 -0.070798 1.369002 -0.07 -0.42 0.97 0.12
H -5.386395 -2.100407 -0.821175 -0.14 -0.18 -0.26 0.08
H -4.681038 -1.364456 -2.279053 0.12 -0.38 0.34 0.10
H -4.165309 -2.995311 -1.699620 0.07 -0.53 -0.58 0.07
H -4.147124 0.523314 0.284074 -0.39 -0.24 -0.19 0.09
H -3.273788 -0.443011 1.406023 -0.75 -0.02 0.00 0.07
H -4.987470 -0.877330 1.038752 0.46 -0.03 -0.26 0.10
H -0.639322 1.498548 1.981091 -0.47 1.13 -1.29 0.15
H -3.205561 -2.888263 1.101878 -0.71 -0.85 0.32 0.13
H -2.374879 -3.308961 -0.475446 -0.01 -0.24 0.57 0.14
H -2.916838 0.367632 -1.613689 -1.24 1.10 -0.37 0.12
H -2.138306 -0.942414 -2.215683 0.46 -0.80 -0.58 0.14
H 1.053049 -1.031294 1.917207 -0.47 -0.20 -0.37 0.16

=====

No. 5
47
Properties=species:S:1:pos:R:3:forces:R:3:lowdin_charge:R:1 method="wB97M-V/def2-TZVPD" spin_multiplicity=7 s2=12.714 de_lowest_kcal_mol=8.1 homo_ev="-11.050 / -11.065" gap_ev="7.88 / 7.98" lumo_energy_ev="-3.165 / -3.083" charge=+1
Tb -1.023028 -0.467474 0.310174 -2.55 0.64 -0.89 1.52
C 3.955372 -2.050674 -4.517926 0.07 -0.17 -0.10 -0.03
C 3.410872 -2.063774 -3.126726 0.03 0.07 0.25 -0.25
C 4.258972 -1.923274 -2.031426 -0.20 0.01 -0.13 -0.01
C 3.745772 -1.683274 -0.768126 -0.10 0.09 0.31 -0.03
C 2.373972 -1.626374 -0.588626 -0.07 0.02 0.25 -0.28
C 1.513372 -1.920874 -1.640126 -0.39 -0.11 0.08 -0.07
C 2.035872 -2.139974 -2.901426 -0.14 0.04 0.20 -0.01
S 1.704772 -0.707074 0.780774 1.27 1.04 -0.99 0.66
O 0.545772 -1.455474 1.350874 1.02 -0.86 0.29 -0.44
O 2.694172 -0.276174 1.709074 0.07 -0.32 -0.02 -0.23
N 0.961672 0.466126 -0.052926 0.64 -0.96 0.69 -0.29
C 1.176272 1.815426 0.167174 0.42 1.20 0.12 -0.27
C 2.422872 2.402526 0.252474 -0.56 -0.43 -0.06 0.00
C 2.556072 3.777626 0.468874 -0.22 0.44 0.06 -0.04
C 1.456472 4.590026 0.562974 0.29 -0.14 0.01 -0.02
C 0.162872 4.041226 0.463974 -0.17 -0.57 -0.06 -0.14
C -1.014928 4.806626 0.565774 -0.21 -0.31 -0.02 0.02
C -2.236428 4.188626 0.482674 0.10 0.10 0.00 -0.03
C -2.293728 2.799226 0.321074 0.12 -0.25 -0.09 -0.11
N -1.217328 2.034226 0.215274 -0.05 0.09 0.09 -0.02
C 0.009772 2.638326 0.278074 0.54 0.23 -0.02 -0.15
H 4.814372 -1.385274 -4.573626 0.01 0.03 -0.08 0.09
H 3.197572 -1.711774 -5.220026 0.02 0.02 -0.08 0.08
H 4.287172 -3.037874 -4.835026 0.01 -0.12 0.00 0.09
H 5.327572 -1.930474 -2.184926 0.11 0.04 0.03 0.13
H 4.391472 -1.486774 0.073674 0.13 0.08 0.05 0.12
H 0.418472 -1.954074 -1.481626 0.60 -0.04 -0.23 0.08
H 1.373072 -2.314074 -3.735526 -0.09 -0.02 -0.07 0.12
H 3.294872 1.776326 0.159074 0.14 -0.03 0.02 0.12
H 3.545572 4.197726 0.560574 0.08 0.06 -0.02 0.12
H 1.562872 5.650926 0.722274 0.03 0.14 0.02 0.12
H -0.945428 5.870726 0.723974 0.02 0.18 -0.03 0.13
H -3.155528 4.749926 0.545074 -0.05 0.03 0.04 0.11
H -3.255828 2.294626 0.280474 0.11 0.03 0.02 0.12
O -2.636128 -0.384574 1.698674 -0.54 0.03 0.25 -0.33
N -3.502328 -1.367474 1.954574 -0.39 -0.77 0.07 -0.19
C -4.460628 -1.133474 2.869474 -0.34 0.18 0.35 0.00
C -5.374528 -2.092974 3.214474 0.19 0.00 -0.19 -0.03
C -5.278728 -3.356474 2.625374 0.18 0.18 -0.04 -0.03
C -4.310128 -3.579874 1.677674 -0.08 0.22 0.20 -0.07
C -3.424128 -2.560074 1.299374 0.14 0.05 -0.28 -0.64
S -2.310528 -2.811674 0.003174 -0.12 -0.07 -0.04 0.60
H -4.450728 -0.142674 3.296974 0.09 0.02 -0.03 0.14
H -6.148328 -1.856674 3.923574 -0.02 0.04 0.15 0.12
H -5.955528 -4.144274 2.910774 -0.11 -0.10 0.00 0.12
H -4.204028 -4.535274 1.189574 -0.01 -0.02 -0.07 0.11